Density functional theory data (the ωB97M-V functional and the def2-TZVPD basis) for a 5-piece molecular cluster, C34H60N2O11P overall at a distorted geometry.

Values from the calculation:
Highest occupied orbital energy = -10.75 eV
Kohn-Sham gap = 8.9 eV

```
! wB97M-V def2-TZVPD RIJCOSX def2/J DEFGRID3
* xyz 1 1
C -3.04041 -3.42293 1.35420
C -3.35284 -2.68715 2.41511
C -3.53332 -1.69456 3.65626
C -2.65609 -0.33304 3.58997
C -1.34919 -0.40893 2.65617
N -1.47672 -0.17819 1.19770
C -2.38542 0.89464 0.70149
C -3.97988 0.59904 0.78157
C -4.85848 1.81742 1.40552
C -4.60925 0.33265 -0.71727
C -4.69822 1.66816 -1.61989
C -1.93258 2.32427 1.36952
O -2.25794 3.34627 0.37344
O -0.45936 2.42061 1.51675
C 0.19904 1.67077 0.42538
C -0.11712 0.08851 0.51772
C -0.21278 -0.64640 -0.95142
C 1.14592 -0.55086 -1.81594
C 0.93599 -0.40948 -3.41538
C -0.28181 -1.26313 -4.03046
N -0.37186 -2.68849 -3.56753
P 1.32733 -0.85378 1.40035
C 3.00182 -0.03229 1.10983
O 1.49855 -2.45488 0.69695
H -2.59222 -3.85635 0.37509
H -4.64649 -1.39083 3.70452
H -3.33375 -2.32236 4.61470
H -2.24454 -0.19561 4.67702
H -3.33597 0.58234 3.42428
H -0.95963 -1.49144 2.86710
H -0.61326 0.38352 3.09829
H -1.79525 -1.07795 0.75459
H -2.27680 1.10183 -0.44705
H -4.26916 -0.33635 1.38414
H -5.96753 1.46374 1.33149
H -4.72495 2.82402 0.87339
H -4.66837 2.00490 2.53168
H -5.71289 0.01425 -0.50871
H -4.07702 -0.52340 -1.27347
H -3.88208 2.45252 -1.40798
H -5.70949 2.18503 -1.34315
H -4.76905 1.46360 -2.76454
H -2.39164 2.51333 2.40236
H -2.54127 4.18617 0.80391
H 1.30184 1.96412 0.40390
H -0.24331 2.02334 -0.60034
H -1.05058 -0.21677 -1.61566
H -0.47813 -1.77734 -0.81176
H 1.80982 -1.50070 -1.67549
H 1.71231 0.40129 -1.47808
H 1.92815 -0.77691 -3.90022
H 0.79429 0.71928 -3.63663
H -1.27484 -0.72926 -3.73785
H -0.23453 -1.22562 -5.19603
H -1.29707 -2.77423 -3.09532
H -0.50016 -3.25824 -4.43768
H 3.89751 -0.76805 1.21326
H 3.10300 0.58667 0.14645
H 3.14655 0.72398 1.99072
H 1.68377 -3.01612 1.50357
O 3.52404 1.23355 -3.32404
C 3.38934 2.42670 -3.45969
O 3.72187 3.10834 -4.58927
C 3.53650 4.51028 -4.36836
C 2.55553 4.60618 -3.22526
C 2.88215 3.37555 -2.40972
H 4.50538 4.95593 -4.12350
H 3.15179 4.97803 -5.27694
H 2.63819 5.53897 -2.66402
H 1.53181 4.53204 -3.60766
H 3.67889 3.56594 -1.68615
H 1.99657 2.97591 -1.91306
O -4.83167 1.77825 5.21521
C -5.91911 1.30452 5.45174
O -7.07438 1.71635 4.86301
C -8.17944 1.02213 5.45158
C -7.58794 -0.23028 6.05117
C -6.20347 0.22320 6.45642
H -8.63574 1.66934 6.20657
H -8.92257 0.79592 4.68415
H -8.17735 -0.63180 6.87765
H -7.50952 -1.00792 5.28362
H -6.19418 0.65690 7.45944
H -5.47669 -0.58648 6.37915
O 5.01534 -4.99820 -6.10341
C 4.87896 -3.80629 -6.23367
O 5.20978 -3.11760 -7.36207
C 5.02216 -1.71761 -7.13389
C 4.04248 -1.62958 -5.98932
C 4.37127 -2.86279 -5.17915
H 5.99050 -1.27114 -6.88766
H 4.63556 -1.24574 -8.03975
H 4.12439 -0.69899 -5.42335
H 3.01828 -1.70382 -6.37123
H 5.16812 -2.67415 -4.45543
H 3.48708 -3.26576 -4.68355
O 5.56053 0.48513 3.06736
C 6.05240 -0.61720 3.02309
O 5.33600 -1.77561 3.06605
C 6.23687 -2.88756 3.10372
C 7.53370 -2.36812 2.53198
C 7.52352 -0.91771 2.96059
H 6.34218 -3.21609 4.14215
H 5.83027 -3.71054 2.51205
H 8.40882 -2.92143 2.87810
H 7.50737 -2.42784 1.43865
H 7.95740 -0.78373 3.95460
H 8.02433 -0.27982 2.23155
*
```

=====

Density functional theory data (the ωB97M-V functional and the def2-TZVPD basis) for C34H61CsN5O6SSi3 as an isolated structure.

Values from the calculation:
Highest occupied orbital energy = -4.33 eV
Kohn-Sham gap = 6.1 eV
Energy relative to the best compared isomer or geometry (same formula, charge and spin) = 0.4 kcal per mole

```
! wB97M-V def2-TZVPD RIJCOSX def2/J DEFGRID3
* xyz -1 1
Cs -0.23469 -0.67105 0.00324
C 2.81282 -2.14845 -1.41340
N 2.78677 -0.69857 -1.32865
C 2.52191 -0.11457 -2.62876
C 4.00905 -0.15293 -0.76851
C 4.37651 -0.73880 0.58780
N 3.26723 -0.79815 1.51929
C 2.71209 0.50198 1.82169
C 3.65505 -1.49389 2.72833
H 3.66613 -2.51425 -2.01105
H 1.89697 -2.49716 -1.89342
H 2.84775 -2.58570 -0.41748
H 3.29770 -0.37460 -3.37060
H 2.47179 0.97160 -2.54943
H 1.56169 -0.46940 -3.00667
H 3.88615 0.93165 -0.69172
H 4.86852 -0.32147 -1.44635
H 5.21787 -0.14302 0.99539
H 4.75599 -1.75582 0.45618
H 3.45042 1.18353 2.28187
H 1.87183 0.40074 2.50766
H 2.34113 0.97340 0.91007
H 4.47229 -0.97852 3.26585
H 3.99230 -2.50295 2.48377
H 2.79782 -1.57770 3.39677
O -0.85534 -3.15092 -1.25478
C -0.39248 -4.20871 -1.63970
C 0.57799 -5.04802 -0.95911
C 0.93499 -6.22654 -1.60485
C 1.82920 -7.10633 -1.02928
C 2.39492 -6.82549 0.23061
C 2.06004 -5.67919 0.88219
C 1.14189 -4.71162 0.33247
O 0.87561 -3.65109 0.94771
N 2.18177 -8.31660 -1.71384
O 2.97041 -9.08386 -1.17457
O 1.66690 -8.54999 -2.80088
H -0.72937 -4.61714 -2.61592
H 0.50529 -6.46276 -2.56980
H 3.09283 -7.53061 0.65951
H 2.49322 -5.44485 1.84712
C -4.11946 -0.07600 0.96563
O -3.07025 0.28740 0.10011
Si -3.38806 0.64196 -1.54307
C -4.04237 -1.00502 -2.21773
C -4.89211 1.80753 -1.48994
C -1.92565 1.26656 -2.34353
Si -1.59388 0.72664 -4.04656
C -0.09563 1.57222 -4.86664
C -3.00599 1.11067 -5.27230
C -1.23131 -1.12485 -4.27495
Si -1.29123 2.87081 -1.81729
C -1.91544 4.36039 -2.83183
C -1.72109 3.31323 -0.01363
C 0.60849 3.04995 -1.81101
H -4.64253 0.80700 1.34939
H -3.70620 -0.62080 1.81762
H -4.85416 -0.72243 0.47557
H -4.95524 -1.30921 -1.69820
H -3.29912 -1.79514 -2.08456
H -4.28481 -0.94963 -3.28104
H -5.74338 1.38483 -0.94762
H -5.21852 2.00936 -2.51414
H -4.64777 2.77104 -1.03580
H -0.17001 2.66228 -4.86405
H -0.04912 1.24943 -5.91122
H 0.85165 1.30326 -4.39659
H -3.16098 2.19222 -5.32888
H -3.95522 0.66834 -4.95959
H -2.78547 0.74680 -6.28069
H -0.47007 -1.48223 -3.57622
H -0.87018 -1.30910 -5.29187
H -2.11397 -1.74591 -4.11835
H -3.00427 4.42891 -2.75144
H -1.68221 4.24726 -3.89446
H -1.48705 5.30979 -2.49559
H -2.77741 3.18828 0.23065
H -1.45209 4.35861 0.17381
H -1.14578 2.69804 0.68347
H 1.04272 2.93531 -2.80402
H 1.07555 2.30359 -1.15811
H 0.89487 4.04010 -1.43973
C 0.44961 4.88668 3.70286
C 1.41230 5.16202 2.54494
C 1.51408 3.78984 1.87557
O 1.12285 2.82297 2.85869
C 0.87009 3.48211 4.09269
H -0.58434 4.87352 3.35102
H 0.53564 5.60454 4.51845
H 2.38278 5.47346 2.93756
H 1.06332 5.93083 1.85646
H 2.52647 3.56634 1.52858
H 0.83109 3.70697 1.02673
H 1.78341 3.50140 4.70310
H 0.10144 2.91929 4.62322
N 0.55285 -2.94184 3.65578
C -0.09260 -1.80796 3.96779
N -0.51742 -0.92997 3.10762
C -1.16063 0.11100 3.76387
C -1.81137 1.17062 3.13349
C -2.47731 2.11128 3.90041
C -2.49916 2.02236 5.29276
C -1.85944 0.97451 5.93776
C -1.20236 0.02992 5.16410
S -0.35979 -1.41241 5.66576
H 0.66825 -3.23208 2.66937
H 0.70202 -3.62699 4.37334
H -1.82303 1.23742 2.04986
H -2.98537 2.92686 3.40145
H -3.01997 2.77110 5.87548
H -1.87961 0.89253 7.01685
*
```

=====

Density functional theory data (the ωB97M-V functional and the def2-TZVPD basis) for a 4-piece molecular cluster, C34H62BClN3O12S overall at a distorted geometry.

Values from the calculation:
Highest occupied orbital energy = -10.34 eV
Kohn-Sham gap = 5.9 eV

```
! wB97M-V def2-TZVPD RIJCOSX def2/J DEFGRID3
* xyz 1 1
C 4.22023 2.09499 3.54505
C 4.73841 2.94816 2.87452
C 5.34144 3.77613 1.88218
C 6.46950 4.52483 2.19856
C 7.06155 5.35432 1.26403
C 8.25821 6.18793 1.64182
C 9.09506 6.78513 0.49365
C 9.22307 8.30130 0.56790
Cl 10.19324 8.78560 1.97842
N 6.51202 5.41076 0.04932
C 5.41154 4.70155 -0.33425
B 4.84102 4.88866 -1.83012
O 5.08144 3.93688 -2.76726
O 4.15695 6.03632 -2.11503
C 4.79782 3.86717 0.57209
C 3.56456 3.09323 0.19192
C 2.27518 3.94776 0.10496
C 2.08486 4.97730 1.22872
C 1.20685 6.15895 0.72023
S 0.11006 6.82074 2.02514
C -1.37199 6.01354 1.56570
N -2.54180 6.51701 1.39778
N -3.36410 5.44898 1.06008
C -2.62903 4.40103 1.04915
O -1.33284 4.67379 1.36372
H 3.71378 1.55456 4.31383
H 6.89084 4.45695 3.19156
H 7.88543 6.98639 2.29123
H 8.89136 5.57228 2.27833
H 8.74418 6.52630 -0.50850
H 10.10393 6.38005 0.57039
H 9.71518 8.66320 -0.33224
H 8.25815 8.80145 0.64317
H 6.91652 6.02938 -0.64191
H 4.27903 3.67088 -3.23352
H 3.78893 6.42543 -1.31208
H 3.41253 2.26030 0.87203
H 3.73557 2.64616 -0.79104
H 1.44086 3.24706 0.17202
H 2.19560 4.40402 -0.88474
H 1.55310 4.53858 2.06877
H 3.02667 5.41203 1.56745
H 1.83571 7.01243 0.46050
H 0.62066 5.87210 -0.14902
H -2.94247 3.39422 0.83553
C -6.29950 1.22526 -0.71467
O -5.75359 0.85057 -1.96066
C -4.81876 1.76706 -2.49751
C -3.59804 1.07433 -3.06551
O -2.73703 0.48012 -2.10612
C -3.16825 -0.68050 -1.41206
C -3.25937 -1.94395 -2.24008
O -4.32937 -1.89653 -3.16708
C -4.01403 -2.40599 -4.44479
H -7.10300 1.95813 -0.83939
H -6.71123 0.32847 -0.25316
H -5.53385 1.63819 -0.04822
H -4.49430 2.48725 -1.73688
H -5.31079 2.32128 -3.30657
H -2.98999 1.84959 -3.53995
H -3.87498 0.36854 -3.84998
H -4.10016 -0.49856 -0.87325
H -2.39537 -0.85745 -0.65821
H -3.43730 -2.78559 -1.55730
H -2.30495 -2.11623 -2.74882
H -3.02660 -2.07006 -4.77880
H -4.76047 -2.02934 -5.14316
H -4.04597 -3.50119 -4.45327
C -3.60850 -7.44563 -1.43905
O -2.52398 -7.45730 -2.34289
C -2.58815 -6.46604 -3.35086
C -1.25214 -5.78765 -3.57336
O -0.81609 -4.95003 -2.51374
C -0.43357 -5.53140 -1.27969
C 0.84186 -6.34710 -1.29515
O 0.68958 -7.55940 -2.00842
C 1.78101 -7.89149 -2.83895
H -4.48318 -7.94734 -1.86528
H -3.29695 -7.98482 -0.54486
H -3.88144 -6.42397 -1.15188
H -3.33635 -5.70424 -3.10250
H -2.88560 -6.94724 -4.29138
H -1.37972 -5.11423 -4.42551
H -0.48326 -6.50826 -3.85621
H -1.25904 -6.09598 -0.84160
H -0.25821 -4.67731 -0.61965
H 1.09911 -6.59248 -0.25565
H 1.65254 -5.74302 -1.71774
H 2.14927 -7.01751 -3.38672
H 1.43181 -8.62752 -3.56190
H 2.60081 -8.32917 -2.25948
C -0.55598 -4.88489 2.47708
O -1.45463 -3.80314 2.33825
C -2.54115 -4.05836 1.46149
C -3.86004 -3.56919 2.02274
O -4.35213 -4.29010 3.13709
C -3.69875 -4.16388 4.38876
C -3.86848 -2.82520 5.07537
O -3.16740 -1.78665 4.40802
C -3.88602 -0.57872 4.30100
H 0.14493 -4.90981 1.63633
H 0.00625 -4.73655 3.39857
H -1.08536 -5.84028 2.54528
H -2.62740 -5.12835 1.24224
H -2.35051 -3.52735 0.51923
H -4.60746 -3.72180 1.23893
H -3.82879 -2.49585 2.22191
H -2.64525 -4.44071 4.32155
H -4.18119 -4.90582 5.02970
H -3.46704 -2.91131 6.09300
H -4.93563 -2.59054 5.14632
H -4.93080 -0.75450 4.02489
H -3.41900 0.01325 3.51318
H -3.84988 -0.01035 5.23698
*
```

=====

Density functional theory data (the ωB97M-V functional and the def2-TZVPD basis) for a 6-piece molecular cluster, C34H62Br2N2O19P overall at a distorted geometry.

Values from the calculation:
Highest occupied orbital energy = -5.01 eV
Kohn-Sham gap = 7.0 eV

```
! wB97M-V def2-TZVPD RIJCOSX def2/J DEFGRID3
* xyz -1 1
C 4.83620 -2.34103 1.86758
C 4.83538 -1.44726 0.45847
O 3.67763 -1.88011 -0.33593
C 3.00756 -0.70372 -0.98816
C 2.04016 -0.05143 0.11854
P 0.84901 1.37759 -0.39083
N 0.70390 0.80662 -2.07439
C -0.29581 2.88245 -0.79724
C 0.22043 3.98469 -1.84683
C -0.72841 0.49251 0.20285
C -1.83004 -0.01155 -0.89468
C -1.65091 -1.61587 -1.33936
O -3.23262 0.04632 -0.35919
C -3.34315 -0.53856 0.96882
C -4.83830 -1.22955 1.22578
C -6.20504 -0.38578 1.57264
C -7.64422 -1.18343 1.85127
C -7.71375 -2.83138 1.76125
C -6.35530 -3.71571 1.39092
C -4.96520 -2.86935 1.12348
O 2.29655 2.22269 -0.98493
N 2.52218 2.02058 -2.28754
O 3.67926 2.37149 -2.55794
C 1.22117 2.31038 1.23964
Br 1.99162 4.22031 1.12385
C 1.12581 1.89630 2.63087
C 1.51694 2.91793 3.90444
Br 0.60924 0.10332 3.20650
H 5.24773 -3.44087 1.70299
H 5.57852 -1.84514 2.66039
H 3.78404 -2.38937 2.37938
H 4.86695 -0.30738 0.71962
H 5.80055 -1.82538 -0.13365
H 2.52573 -1.13625 -1.95842
H 3.90403 0.05536 -1.20148
H 1.53380 -0.94679 0.66380
H 2.76302 0.44372 0.93294
H 0.00631 1.33358 -2.63877
H 0.58243 -0.21344 -2.17490
H -1.35416 2.57657 -1.25964
H -0.62336 3.34026 0.25839
H -0.61108 4.83668 -1.93822
H 1.24657 4.49654 -1.67311
H 0.25207 3.48626 -2.93029
H -0.55172 -0.55612 0.74880
H -1.17778 1.19176 1.06097
H -1.88690 0.57787 -1.89695
H -1.53409 -1.64797 -2.52650
H -2.59033 -2.26598 -1.08695
H -0.63521 -2.03636 -0.91848
H -3.28717 0.35543 1.75706
H -2.54331 -1.32942 1.27137
H -6.20950 0.80213 1.63165
H -8.62890 -0.57897 2.09626
H -8.74085 -3.36933 1.96633
H -6.39128 -4.89519 1.33650
H -3.99477 -3.48071 0.84077
H 0.80930 3.87416 3.80925
H 2.66234 3.21522 3.84444
H 1.31744 2.40285 4.93160
C 2.40520 -4.19204 -0.14862
O 2.64497 -5.55414 -0.49728
C 1.55146 -6.35312 -0.41165
O 0.43189 -6.00253 -0.07317
O 1.91947 -7.60964 -0.76776
C 0.86187 -8.56550 -0.72417
H 3.34672 -3.64580 -0.25280
H 1.67051 -3.74388 -0.82538
H 2.07433 -4.11243 0.89183
H 0.06547 -8.29215 -1.42395
H 0.46925 -8.66069 0.29336
H 1.26873 -9.53394 -1.02768
C -1.50635 7.44867 0.09080
O -2.04947 7.45563 -1.22804
C -2.94328 8.45035 -1.45846
O -3.29655 9.29769 -0.65339
O -3.37589 8.33889 -2.73967
C -4.32844 9.32774 -3.12560
H -0.80486 6.61297 0.16296
H -0.95852 8.37592 0.28759
H -2.29701 7.29952 0.83306
H -3.89341 10.33011 -3.05737
H -5.23197 9.25370 -2.51183
H -4.60439 9.14295 -4.16735
C -0.61172 -7.26731 2.41316
O -1.70222 -8.18335 2.33530
C -2.33895 -8.39482 3.51484
O -2.05574 -7.87975 4.58508
O -3.34524 -9.27864 3.29727
C -4.10755 -9.59784 4.45963
H -0.17689 -7.17390 1.41421
H -0.95960 -6.27908 2.73094
H 0.16095 -7.64375 3.09112
H -4.59518 -8.70274 4.85923
H -3.47456 -10.06745 5.21948
H -4.88347 -10.31153 4.16959
C -5.30673 5.86802 -8.43096
O -5.00450 6.45464 -7.16648
C -3.83551 6.03364 -6.62087
O -3.06326 5.22682 -7.11443
O -3.67472 6.66578 -5.43107
C -2.47760 6.31744 -4.73849
H -6.26174 6.27609 -8.77318
H -4.53907 6.12366 -9.16850
H -5.40988 4.78217 -8.33794
H -1.59683 6.59104 -5.32845
H -2.46765 5.24946 -4.49788
H -2.45266 6.88110 -3.80190
C 11.01580 -1.77122 4.00533
O 10.66104 -0.48913 3.49080
C 9.35328 -0.36678 3.14984
O 8.50202 -1.23654 3.24869
O 9.15685 0.89083 2.67981
C 7.81563 1.16505 2.27980
H 12.08266 -1.75591 4.24463
H 10.46004 -1.98586 4.92385
H 10.84235 -2.54959 3.25539
H 7.13193 1.06778 3.12936
H 7.51422 0.50397 1.46083
H 7.77402 2.19724 1.92150
*
```